Formula: H8O4Rb
Source: OMol25
Level of theory: ωB97M-V/def2-TZVPD

Geometry as XYZ:
```
13
Properties=species:S:1:pos:R:3:lowdin_charge:R:1
Rb -0.0245 1.0615 0.4620 1.15
O -2.9481 0.9568 0.1532 -0.14
O 0.9750 -1.3837 -0.6033 -0.15
O 1.0320 1.2538 -2.1808 -0.15
O 1.3189 -0.1782 2.7432 -0.12
H 0.6944 1.3388 -3.0824 0.06
H 0.3735 -0.3130 2.8682 0.01
H -3.5184 0.3645 -0.3542 0.06
H -3.4167 1.1084 0.9851 0.05
H 1.7236 -1.0271 2.9645 0.06
H 1.3023 -2.2089 -0.2216 0.06
H 0.7018 -1.6235 -1.4988 0.05
H 1.7861 0.6506 -2.2351 0.04
```

Its spin multiplicity is 1. The calculated total energy is -329.6761 Eh. For the energy above the lowest of the compared OMol25 structures with the same formula, charge and spin, the calculation gives 5.8 kcal per mole. As for the HOMO energy: -15.6 eV. For the frontier orbital gap, the calculation gives 12.2 eV. Its charge is +1. The calculation puts the max |F| at 0.010 Eh/bohr. The value obtained for the lowest unoccupied orbital energy is -3.4 eV.